15
Properties=species:S:1:pos:R:3 method="wB97M-V/def2-TZVPD" relative_energy_kj_mol=276.1 orbital_gap_ev=10.719 energy_ev=-29490.064
C 0.020 1.557 -0.076
C -0.617 0.732 1.046
C -0.994 -1.727 -0.429
O 1.447 -0.525 -1.592
O 3.024 -0.445 0.287
O 1.410 1.410 -0.011
P 0.139 -0.970 1.069
S 1.718 -0.182 -0.222
H -0.328 1.228 -1.064
H -0.200 2.621 0.047
H -0.410 1.209 2.009
H -1.699 0.659 0.927
H -1.149 -0.953 -1.170
H -1.918 -2.054 0.030
H -0.444 -2.559 -0.852

15
Properties=species:S:1:pos:R:3 method="wB97M-V/def2-TZVPD" relative_energy_kj_mol=194.8 multiplicity=3 orbital_gap_ev="6.105 / 6.660" energy_ev=-29487.439 s_squared=2.006
C 0.387 0.153 1.407
C -0.673 0.206 0.320
C -0.211 -0.541 -0.923
O -0.065 0.391 2.732
O -1.054 1.534 0.120
O -1.213 2.125 4.250
P -0.249 1.940 3.161
S 1.027 3.168 2.345
H 0.915 -0.850 1.491
H 1.296 0.737 1.108
H -1.546 -0.252 0.662
H -0.951 -0.527 -1.834
H -0.079 -1.641 -0.755
H 0.893 -0.141 -1.089
H -0.183 1.944 -0.066

16
Properties=species:S:1:pos:R:3 method="wB97M-V/def2-TZVPD" relative_energy_kj_mol=69.1 orbital_gap_ev=8.460 energy_ev=-41873.624 charge=-1
C -1.456 -0.328 -1.894
C -1.178 0.504 -0.669
C -0.715 -0.038 0.640
O 0.228 2.418 1.425
O 1.553 0.928 0.144
O 1.210 0.403 2.431
S -2.430 0.582 0.659
S 2.891 -1.787 0.421
S 0.680 1.053 1.251
H -2.517 -0.253 -2.225
H -0.699 0.074 -2.629
H -1.171 -1.384 -1.592
H -0.849 1.496 -0.984
H -0.513 -1.152 0.928
H 2.274 -0.444 0.421
H 2.692 -2.073 1.674

16
Properties=species:S:1:pos:R:3 method="wB97M-V/def2-TZVPD" smiles="CC[C@@H](SS)S(=O)(=O)[O-]" relative_energy_kj_mol=50.7 orbital_gap_ev=7.674 energy_ev=-41873.815 charge=-1
C 0.967 1.480 1.281
C 0.174 0.149 0.966
C 0.567 -0.385 -0.401
S 0.874 -2.296 -0.564
S -0.984 -3.009 -0.021
S -0.822 0.158 -1.465
O -0.507 -0.187 -2.831
O -0.655 1.572 -1.211
O -2.158 -0.460 -1.006
H 0.527 1.762 2.265
H 2.044 1.206 1.283
H 0.915 2.240 0.476
H -0.807 0.389 0.843
H 0.300 -0.627 1.822
H 1.355 -0.103 -0.990
H -1.791 -1.890 -0.447

12
Properties=species:S:1:pos:R:3 method="wB97M-V/def2-TZVPD" smiles=C#C.CPO relative_energy_kj_mol=294.6 orbital_gap_ev=9.546 energy_ev=-14557.166
C 1.349 -1.108 -1.829
C 0.400 -0.914 -2.490
H 2.243 -1.625 -1.458
H -0.492 -0.411 -2.924
C -0.425 1.542 0.730
P -0.085 0.151 2.008
O -0.714 -1.270 1.526
H -0.305 1.074 -0.365
H -1.543 1.933 0.796
H 0.304 2.255 0.917
H 0.922 -0.296 1.367
H -1.654 -1.332 1.721

12
Properties=species:S:1:pos:R:3 method="wB97M-V/def2-TZVPD" relative_energy_kj_mol=345.5 orbital_gap_ev="7.616 / 7.844" energy_ev=-14556.639
C 1.874 -0.510 0.034
C 2.658 0.763 -0.113
C -2.405 -0.728 -0.290
O 0.720 -0.670 0.241
P -1.958 0.817 0.616
H 1.853 1.471 -0.404
H 3.078 0.981 0.833
H 3.378 0.777 -0.929
H -1.979 -1.568 0.132
H -1.917 -0.564 -1.330
H -3.574 -0.747 -0.377
H -1.728 -0.021 1.588

13
Properties=species:S:1:pos:R:3 method="wB97M-V/def2-TZVPD" relative_energy_kj_mol=107.7 multiplicity=3 orbital_gap_ev="6.699 / 7.227" energy_ev=-25390.492 s_squared=2.006
C -3.081 -0.785 -0.178
C 0.915 -1.906 0.377
C 0.228 -0.592 0.713
O -2.647 0.210 0.301
P 0.416 0.966 0.217
S -3.558 -2.146 -0.727
H 2.766 5.440 -1.606
H 1.770 -2.079 1.094
H 0.375 -2.774 0.336
H 1.425 -1.704 -0.580
H -0.712 -0.931 1.203
H 2.859 4.796 -2.048
H -0.756 1.506 0.898

12
Properties=species:S:1:pos:R:3 method="wB97M-V/def2-TZVPD" relative_energy_kj_mol=126.5 orbital_gap_ev=6.410 energy_ev=-16106.966 charge=-1
C -1.476 -0.573 -1.383
S -2.218 0.730 -0.359
H -2.003 -0.695 -2.349
H -1.324 -1.637 -1.007
H -0.392 -0.225 -1.765
O 2.373 0.130 -0.355
C 1.410 0.644 0.206
C 0.839 0.068 1.495
H 0.946 1.613 -0.089
H 1.251 0.637 2.415
H -0.359 0.332 1.586
H 0.953 -1.024 1.604

12
Properties=species:S:1:pos:R:3 method="wB97M-V/def2-TZVPD" relative_energy_kj_mol=77.7 orbital_gap_ev=7.100 energy_ev=-16107.472 charge=-1
C -0.052 0.185 -0.187
O -0.992 0.466 0.802
C 1.321 0.323 0.400
C 2.405 -0.318 -0.009
H -0.177 0.812 -1.085
H -0.168 -0.854 -0.514
H -1.928 0.253 0.349
H 1.419 1.027 1.216
H 3.319 -0.212 0.554
H 2.384 -1.067 -0.797
S -3.272 -0.245 -0.816
H -4.258 -0.370 0.086

Copy entry 1 word for word.
15
Properties=species:S:1:pos:R:3 method="wB97M-V/def2-TZVPD" relative_energy_kj_mol=276.1 orbital_gap_ev=10.719 energy_ev=-29490.064
C 0.020 1.557 -0.076
C -0.617 0.732 1.046
C -0.994 -1.727 -0.429
O 1.447 -0.525 -1.592
O 3.024 -0.445 0.287
O 1.410 1.410 -0.011
P 0.139 -0.970 1.069
S 1.718 -0.182 -0.222
H -0.328 1.228 -1.064
H -0.200 2.621 0.047
H -0.410 1.209 2.009
H -1.699 0.659 0.927
H -1.149 -0.953 -1.170
H -1.918 -2.054 0.030
H -0.444 -2.559 -0.852